# C42H113FeN5O18

A structure of composition C42H113FeN5O18 at a distorted geometry (the ωB97M-V functional and the def2-TZVPD basis, the Open Molecules 2025 dataset).

Last column: Mulliken charge in e.
Element x y z (Å)
Fe1 -1.286607 -0.363885 4.067986  0.70
C1 -4.578002 0.805736 2.130376  -0.79
C2 -3.693853 1.455346 3.192597  2.24
C3 -4.435998 2.520103 3.977338  -1.84
O1 -3.073184 0.527080 4.010980  -1.10
H1 -4.969134 1.624546 1.515925  0.36
H2 -5.373252 0.210851 2.580057  0.44
H3 -3.995621 0.182640 1.453053  -0.35
H4 -2.926937 2.017746 2.620511  -1.14
H5 -4.910130 3.286776 3.351938  0.34
H6 -3.729199 3.123214 4.557925  0.41
H7 -5.219631 2.141296 4.636679  0.41
C4 -0.387163 -2.018292 -0.002273  1.59
C5 -0.309609 -0.908432 1.041359  3.20
C6 -0.355647 0.502901 0.486298  1.25
O2 -1.183400 -1.076414 2.098599  3.03
H8 0.363825 -1.938675 -0.790132  -0.62
H9 -1.402900 -2.062375 -0.402155  -1.55
H10 -0.176045 -2.974459 0.487372  -1.77
H11 0.726988 -0.961338 1.454898  -1.67
H12 -0.133326 1.267744 1.236080  -1.38
H13 -1.374781 0.809353 0.213886  -0.11
H14 0.302632 0.670941 -0.372129  -0.59
C7 -1.354582 4.046201 1.001275  -0.23
O3 -2.155642 4.371800 -0.105650  -0.37
C8 -3.296068 3.549095 -0.244078  1.18
C9 -3.982456 3.919441 -1.544619  -1.69
N1 -3.141727 3.898073 -2.743985  -0.26
C10 -2.494427 2.631268 -3.029797  1.12
C11 -3.462897 1.605819 -3.673371  -1.02
O4 -4.377873 0.986347 -2.778282  -0.48
C12 -3.806360 0.019531 -1.933755  -0.30
H15 -1.917122 4.070136 1.942125  0.62
H16 -0.612355 4.844957 1.076547  0.35
H17 -0.812386 3.106425 0.894114  -0.67
H18 -4.007147 3.632986 0.592763  0.50
H19 -3.015288 2.489124 -0.153753  -0.84
H20 -4.379293 4.916863 -1.332537  0.44
H21 -4.836273 3.265920 -1.724590  0.37
H22 -2.411477 4.588077 -2.593120  0.19
H23 -2.065906 2.077214 -2.183123  -0.93
H24 -1.722608 2.801051 -3.781515  0.72
H25 -2.896656 0.770211 -4.109730  0.62
H26 -4.021236 2.058737 -4.491862  0.36
H27 -3.133786 0.430915 -1.178176  -0.08
H28 -3.202901 -0.693166 -2.515398  0.14
H29 -4.643741 -0.482736 -1.456624  0.16
C13 -3.517894 -6.284884 2.157469  -0.62
O5 -2.117147 -6.366812 2.279662  -0.45
C14 -1.519908 -5.324904 1.536947  -0.25
C15 -0.008638 -5.349240 1.612320  1.12
N2 0.555829 -6.598599 1.153031  -0.35
C16 1.935486 -6.863036 1.518277  0.09
C17 2.325543 -8.283499 1.177613  -0.77
O6 1.395058 -9.196744 1.719883  -0.29
C18 1.447222 -10.466629 1.120800  -0.72
H30 -3.790393 -6.363110 1.099823  0.35
H31 -3.887909 -5.327413 2.548882  0.09
H32 -3.997398 -7.041722 2.776185  0.32
H33 -1.805098 -4.333904 1.910467  -0.04
H34 -1.797316 -5.367757 0.476637  0.46
H35 0.293665 -5.034473 2.623329  -0.05
H36 0.316438 -4.540619 0.948906  -0.86
H37 -0.046865 -7.384216 1.358185  0.44
H38 2.049366 -6.623006 2.586049  0.27
H39 2.532843 -6.161751 0.933207  -0.18
H40 3.290826 -8.478037 1.661992  0.35
H41 2.464595 -8.372414 0.097186  0.43
H42 2.165130 -11.107813 1.656224  0.27
H43 1.737817 -10.422208 0.069373  0.33
H44 0.499460 -10.989270 1.258067  0.23
C19 2.667132 3.869010 1.967285  -0.97
O7 1.694815 2.969916 2.420014  0.40
C20 1.036346 3.440971 3.572577  -1.20
C21 -0.042227 2.470684 4.036426  0.62
N3 0.369387 1.078959 3.895806  0.66
C22 1.504920 0.615716 4.707590  -0.64
C23 1.720556 -0.852860 4.340598  -0.43
O8 0.500035 -1.581430 4.457964  -0.33
C24 0.808346 -2.956240 4.209494  -0.56
H45 2.250309 4.805397 1.579520  0.39
H46 3.237577 3.423807 1.154613  0.32
H47 3.388292 4.143839 2.745870  0.41
H48 0.630017 4.438966 3.357741  0.52
H49 1.758140 3.617967 4.384857  0.53
H50 -0.968927 2.638635 3.486142  -1.18
H51 -0.294624 2.743800 5.062804  0.62
H52 0.689916 0.946372 2.936036  -1.07
H53 1.287035 0.816716 5.756504  0.48
H54 2.400166 1.151953 4.369687  0.23
H55 2.475352 -1.256400 5.022227  0.58
H56 2.184226 -0.875085 3.347809  0.02
H57 1.031992 -3.119682 3.154736  -0.09
H58 -0.018426 -3.560716 4.575398  0.15
H59 1.680947 -3.332734 4.753038  0.49
C25 0.924334 3.358043 -1.455239  0.45
O9 0.939165 4.588585 -2.135177  -0.39
C26 2.199506 5.215833 -2.260658  -0.40
C27 2.079425 6.321434 -3.278085  -0.95
N4 1.035801 7.254994 -2.805475  -0.30
C28 0.587181 8.109871 -3.879899  -0.52
C29 -0.693146 8.878002 -3.561844  -0.67
O10 -1.830333 8.025017 -3.649003  -0.40
C30 -2.425812 7.728091 -2.400109  -0.54
H60 -0.028850 2.868276 -1.665547  -0.89
H61 1.004118 3.528409 -0.379490  -0.61
H62 1.657039 2.668572 -1.892643  1.14
H63 2.982612 4.480762 -2.480667  0.66
H64 2.479053 5.608425 -1.273968  0.17
H65 1.787824 5.859122 -4.230881  0.31
H66 3.032512 6.821123 -3.449522  0.42
H67 0.278672 6.627802 -2.544132  0.16
H68 0.437980 7.592896 -4.839947  0.34
H69 1.328605 8.879570 -4.131807  0.37
H70 -0.788285 9.651286 -4.326944  0.41
H71 -0.716622 9.335292 -2.570030  0.36
H72 -1.677580 7.276750 -1.742559  0.26
H73 -3.221683 6.992135 -2.514445  0.12
H74 -2.910808 8.619811 -1.991464  0.38
C31 2.931513 3.012204 -1.197544  -0.53
O11 2.258796 1.829042 -1.525283  -0.33
C32 2.453929 0.795323 -0.560684  0.33
C33 3.894195 0.383116 -0.364038  -1.88
N5 4.315767 -0.361428 -1.556543  0.66
C34 5.734098 -0.717099 -1.535456  -0.77
C35 6.164306 -1.176821 -2.914080  -0.64
O12 5.774332 -0.201821 -3.848171  -0.35
C36 6.250959 -0.404017 -5.150016  -0.79
H75 3.995947 3.008836 -1.451127  0.68
H76 2.857040 3.360054 -0.160051  -0.61
H77 2.474204 3.818266 -1.775960  0.12
H78 1.871672 -0.062207 -0.906372  -0.07
H79 1.920175 1.106372 0.348259  -0.10
H80 3.963139 -0.299886 0.489396  0.73
H81 4.525568 1.241985 -0.102758  0.51
H82 4.070817 0.220550 -2.352797  0.10
H83 5.869066 -1.489240 -0.775769  0.22
H84 6.331934 0.156663 -1.243547  0.47
H85 5.778867 -2.171744 -3.169174  0.37
H86 7.255280 -1.309862 -2.961583  0.53
H87 5.486344 -0.837136 -5.805125  0.28
H88 7.128144 -1.054434 -5.181560  0.33
H89 6.487350 0.551667 -5.620516  0.23
C37 -2.438630 -2.988051 -3.322708  0.33
O13 -1.116119 -2.762014 -3.837981  -0.44
H90 -2.598674 -2.224678 -2.564127  -0.45
H91 -3.129698 -2.863933 -4.159374  0.37
H92 -2.567348 -3.963049 -2.848158  0.35
H93 -0.922249 -3.387197 -4.542056  0.21
C38 1.980249 -2.730928 -2.838356  0.56
O14 3.338836 -2.944204 -2.492185  -0.68
H94 1.894656 -1.849819 -3.488836  0.27
H95 1.650211 -3.550873 -3.469683  0.42
H96 1.348480 -2.544291 -1.969184  -0.31
H97 3.665429 -2.170532 -1.995761  0.25
C39 -1.147651 0.594406 -3.158678  0.52
O15 -1.790060 0.019157 -4.283400  -0.65
H98 -0.117928 0.233903 -3.086557  0.21
H99 -1.145167 1.676811 -3.282255  -0.35
H100 -1.709771 0.356368 -2.249693  -0.20
H101 -1.570033 -0.920193 -4.358611  0.26
C40 -4.008182 -2.967827 0.580727  -0.48
O16 -3.662070 -2.416960 1.820293  -0.72
H102 -3.150608 -3.031745 -0.090793  -0.01
H103 -4.423958 -3.967183 0.714080  0.34
H104 -4.838882 -2.452611 0.084199  0.31
H105 -3.042631 -1.650142 1.725703  -0.46
C41 -2.754878 -3.598937 4.884513  -0.83
O17 -2.476661 -2.350556 4.285504  -0.32
H106 -2.330391 -4.458939 4.353248  0.20
H107 -2.400266 -3.655245 5.912892  0.37
H108 -3.837926 -3.753564 4.901002  0.28
H109 -2.957632 -2.337902 3.437251  0.29
C42 3.066775 -3.482421 0.936470  0.35
O18 3.444978 -3.903302 2.243093  -0.53
H110 2.528002 -4.264526 0.398519  0.05
H111 2.356082 -2.659708 1.021732  -0.61
H112 3.917745 -3.177125 0.325474  0.32
H113 4.051059 -4.642816 2.138366  0.34

Atomic forces in eV per Å
Fe -2.0 -0.1 -1.7
C 0.1 0.5 -0.1
C 0.7 0.0 -0.5
C -0.2 0.9 0.3
O 1.2 -0.6 0.7
H -0.4 -0.2 0.0
H -0.1 0.0 -0.1
H 0.1 -0.1 0.1
H 0.0 0.0 -0.1
H -0.1 -0.3 -0.4
H 0.0 -0.4 0.3
H 0.2 -0.2 0.0
C -0.2 -0.1 0.5
C 1.0 0.4 1.1
C -1.1 0.7 -0.7
O -0.5 -0.1 0.0
H -0.4 0.4 0.1
H 0.1 0.0 -0.3
H -0.3 0.3 0.0
H 0.3 -0.3 -0.1
H 0.4 -0.3 0.1
H -0.1 -0.4 -0.2
H -0.8 -0.1 0.2
C 0.2 0.8 0.1
O -0.2 -0.1 0.2
C 0.0 -0.9 0.3
C -0.1 -0.3 0.0
N 0.2 0.9 0.6
C -3.0 0.8 0.1
C -0.3 0.6 -0.2
O -0.7 0.5 0.7
C -0.4 -0.1 -0.5
H -0.2 -0.2 0.0
H 0.1 0.0 -0.1
H -0.3 -0.1 -0.1
H 0.1 0.6 0.0
H 0.3 0.0 -0.4
H 0.1 0.2 -0.6
H 0.0 -0.1 0.2
H 0.0 0.0 -0.1
H -0.6 1.7 0.5
H -0.3 0.9 0.0
H -2.0 1.9 0.0
H -0.3 0.4 0.3
H -0.3 0.2 0.4
H -0.6 0.2 0.2
H 0.1 -0.1 0.2
C -0.2 0.4 0.3
O 0.2 0.1 0.0
C 0.6 0.4 -0.2
C 0.0 -0.2 -0.1
N -0.4 -0.2 -0.5
C -1.2 0.5 0.2
C 0.7 0.2 0.8
O -0.5 0.4 -0.6
C 0.4 -0.7 0.7
H -0.3 -0.2 0.1
H 0.1 0.1 -0.2
H 0.2 -0.3 -0.3
H -0.4 0.0 0.0
H -0.3 -0.2 0.0
H 0.1 -0.5 0.1
H 0.1 -0.2 0.2
H 0.1 0.0 0.3
H 0.4 -0.2 0.0
H 0.4 -0.2 0.2
H 0.2 0.0 -0.2
H -0.3 -0.3 -0.1
H 0.2 0.2 -0.2
H -0.2 0.0 -0.1
H -0.2 0.4 -0.2
C 0.7 0.5 0.2
O -0.1 -0.4 -0.1
C 0.2 0.8 0.3
C 0.1 0.7 -0.3
N -0.2 -0.4 0.1
C -0.2 0.2 -0.8
C 0.4 1.1 1.0
O 1.5 -0.1 0.2
C -0.4 -0.7 0.1
H -0.3 0.0 0.1
H 0.0 -0.1 0.9
H -0.1 -0.1 0.2
H -0.3 -0.1 0.1
H 0.2 -0.2 -0.1
H 0.1 -0.3 -0.2
H 0.1 -0.4 0.1
H -0.4 0.1 0.0
H 0.1 -0.2 0.1
H 0.2 0.0 0.5
H -0.1 -0.2 0.0
H -0.5 -0.4 -0.3
H -0.3 0.1 0.0
H -0.3 0.1 -0.4
H 0.1 0.6 0.2
C -6.9 2.6 -1.5
O -1.2 1.9 -0.8
C -0.1 2.2 -0.7
C -0.8 0.0 0.3
N 0.5 -0.6 -0.5
C -0.3 1.0 -0.2
C -0.3 -0.6 -0.2
O -0.3 -0.2 -0.3
C 0.0 -0.1 -0.2
H -0.7 0.5 0.2
H -0.2 -0.4 0.1
H -7.3 3.5 -2.3
H 0.4 2.3 -2.1
H 0.2 0.4 0.0
H 0.0 0.0 -0.1
H 0.0 0.1 0.2
H -0.1 0.2 0.0
H -0.2 -0.3 0.1
H 0.3 -0.1 0.4
H -0.2 0.1 0.1
H 0.5 0.2 0.0
H -0.2 0.3 0.4
H 0.1 -0.1 -0.4
H 0.3 0.1 0.3
C 5.5 0.5 2.0
O 7.9 -8.2 2.5
C 0.0 -0.7 0.6
C -0.1 -0.8 0.0
N -0.2 0.4 0.6
C -0.4 0.6 -0.4
C 0.7 -0.7 -0.1
O -0.1 0.4 0.2
C -0.2 -0.1 -0.8
H 0.3 -0.6 -0.2
H -0.1 -0.9 -1.1
H 2.3 -3.3 2.1
H 0.4 0.0 -0.2
H 0.8 0.2 0.1
H -0.2 0.0 0.1
H 0.1 0.0 -0.2
H 0.4 -0.2 -0.2
H 0.2 -0.1 -0.1
H 0.2 0.0 0.0
H -0.5 0.1 0.0
H 0.0 0.2 0.2
H -0.1 -0.3 0.2
H 0.1 0.1 0.1
H 0.2 0.1 0.3
C 0.4 0.0 -0.4
O 0.0 0.0 0.3
H 0.0 -0.3 -0.2
H -0.4 0.0 0.3
H 0.2 -0.1 -0.2
H -0.1 -0.1 0.0
C 0.6 0.9 -0.5
O 0.0 -0.4 0.2
H -0.1 0.1 0.1
H -0.1 -0.3 0.4
H 0.0 -0.5 -0.3
H -0.3 0.2 -0.3
C 2.0 -1.4 -0.1
O 3.1 -2.8 -1.2
H 0.0 -0.2 0.1
H 1.6 -2.3 -0.3
H 0.9 -0.1 -0.3
H 0.5 -0.2 0.1
C -0.5 -0.2 -0.4
O 0.1 0.5 0.3
H 0.0 0.0 -0.1
H 0.4 -0.1 0.3
H 0.2 0.5 0.0
H 0.1 -0.5 -0.2
C -0.5 -0.4 0.1
O 0.4 0.0 0.2
H 0.2 0.2 -0.2
H 0.1 0.4 0.0
H 0.0 0.0 0.1
H 0.1 -0.1 0.1
C -0.3 -0.1 -0.2
O 0.0 0.2 -0.1
H 0.1 -0.1 -0.1
H 0.2 0.2 0.2
H 0.0 0.1 0.0
H 0.0 0.0 0.1

Values from the calculation:
Multiplicity: 5
Kohn-Sham gap (spin up / spin down), eV: 7.68 / 7.67
Net charge: 0